# C55H72GeKN6O4

C55H72GeKN6O4 as an isolated structure at a distorted geometry (ωB97M-V/def2-TZVPD, the Open Molecules 2025 dataset).

Calculated values
**LUMO**: 0.074 hartree
**Max |F|**: 2.09 eV Å⁻¹
**Charge**: -1
**2S+1**: 1
**Molecular weight**: 992.9 g/mol
**HOMO level**: -4.22 eV
**Relative energy (zero: lowest compared OMol25 entry of this formula, charge and spin)**: 1.027 eV

Each line ends with the Mulliken charge.
Cartesian coordinates (Å):
1 K -0.001 0.443 1.255  2.608
2 C -1.820 2.093 -1.125  -0.649
3 N -2.859 1.134 -0.790  1.472
4 C -3.854 1.649 0.140  -1.686
5 C -3.433 1.456 1.591  1.337
6 C -3.404 -0.004 2.077  -1.549
7 N -2.120 -0.699 1.890  0.289
8 C -1.822 -1.584 2.752  -0.904
9 C -0.708 -2.584 2.700  0.779
10 C -1.146 -3.883 2.977  -0.481
11 C -0.317 -4.989 2.927  -0.991
12 C 1.035 -4.770 2.635  -0.730
13 C 1.517 -3.499 2.417  -0.297
14 C 0.688 -2.336 2.439  -0.052
15 O 1.192 -1.167 2.267  -0.583
16 C -3.368 0.437 -1.955  -1.692
17 C -2.357 -0.587 -2.475  0.674
18 C -1.924 -1.553 -1.370  -0.054
19 N -0.469 -1.675 -1.323  0.323
20 C 0.034 -2.709 -0.805  -1.527
21 C 1.507 -2.944 -0.827  1.306
22 C 1.918 -4.238 -1.127  -0.403
23 C 3.249 -4.567 -1.339  -1.134
24 C 4.198 -3.556 -1.264  -0.572
25 C 3.818 -2.265 -0.931  -0.904
26 C 2.482 -1.945 -0.650  0.722
27 O 2.148 -0.704 -0.261  0.115
28 H -2.147 2.812 -1.900  0.376
29 H -0.930 1.584 -1.489  -0.719
30 H -1.534 2.671 -0.242  0.302
31 H -4.802 1.135 -0.041  0.515
32 H -4.040 2.720 -0.039  0.309
33 H -4.124 2.015 2.229  0.479
34 H -2.449 1.902 1.734  -1.422
35 H -4.162 -0.570 1.521  0.421
36 H -3.696 -0.031 3.133  0.730
37 H -2.506 -1.750 3.596  0.185
38 H -2.196 -4.020 3.224  0.369
39 H -0.701 -5.981 3.121  0.367
40 H 1.723 -5.608 2.589  0.418
41 H 2.567 -3.345 2.196  0.140
42 H -3.632 1.143 -2.763  0.312
43 H -4.287 -0.079 -1.667  0.493
44 H -1.466 -0.072 -2.843  -0.926
45 H -2.789 -1.119 -3.329  0.773
46 H -2.408 -2.532 -1.472  0.466
47 H -2.234 -1.133 -0.411  -0.472
48 H -0.582 -3.533 -0.419  0.243
49 H 1.154 -5.007 -1.199  0.403
50 H 3.537 -5.584 -1.569  0.363
51 H 5.243 -3.769 -1.461  0.390
52 H 4.558 -1.476 -0.883  0.573
53 C 0.753 6.330 -5.045  -2.128
54 C 0.881 6.415 -3.525  2.233
55 C 2.097 7.288 -3.187  -1.679
56 C -0.386 7.072 -2.962  -1.623
57 C 1.053 5.039 -2.882  0.584
58 C 1.194 4.922 -1.503  -1.437
59 C 1.325 3.666 -0.939  -1.414
60 N 1.332 2.533 -1.644  0.360
61 C 1.195 2.632 -2.963  -0.305
62 C 1.050 3.857 -3.610  -0.904
63 C 1.088 1.345 -3.725  0.588
64 C 0.212 1.248 -4.796  -0.685
65 C 0.034 0.030 -5.446  0.648
66 C 0.798 -1.032 -4.989  -0.448
67 C 1.671 -0.836 -3.924  -1.038
68 N 1.822 0.321 -3.294  -0.444
69 C -0.949 -0.084 -6.610  2.138
70 C -1.249 -1.544 -6.954  -2.034
71 C -0.333 0.602 -7.837  -1.778
72 C -2.273 0.609 -6.253  -1.460
73 H 0.655 7.337 -5.458  0.441
74 H -0.130 5.761 -5.345  0.383
75 H 1.630 5.867 -5.501  0.423
76 H 1.983 8.279 -3.634  0.458
77 H 3.016 6.841 -3.571  0.381
78 H 2.213 7.415 -2.109  0.293
79 H -0.529 8.060 -3.408  0.447
80 H -0.328 7.193 -1.879  0.341
81 H -1.267 6.463 -3.182  0.349
82 H 1.174 5.787 -0.851  0.566
83 H 1.377 3.575 0.140  0.828
84 H 0.952 3.875 -4.687  0.864
85 H -0.377 2.111 -5.081  0.534
86 H 0.720 -2.019 -5.425  0.417
87 H 2.268 -1.663 -3.553  0.475
88 H -0.368 -2.061 -7.339  0.382
89 H -2.020 -1.585 -7.726  0.446
90 H -1.612 -2.094 -6.082  0.382
91 H 0.590 0.101 -8.138  0.377
92 H -0.094 1.646 -7.622  0.302
93 H -1.030 0.577 -8.679  0.460
94 H -2.650 0.267 -5.286  0.056
95 H -3.024 0.384 -7.015  0.489
96 H -2.170 1.694 -6.206  0.382
97 C 7.052 0.582 0.987  -1.009
98 C 6.808 -0.524 2.011  -0.585
99 C 5.484 -0.426 2.779  -0.602
100 C 4.250 -1.030 2.079  -0.495
101 Ge 3.264 0.165 0.921  0.181
102 C 2.580 1.689 1.955  0.533
103 C 3.547 2.869 1.814  -0.800
104 C 2.987 4.121 2.496  -0.036
105 C 2.892 3.972 4.012  -1.379
106 H 8.029 0.473 0.511  0.417
107 H 7.024 1.566 1.467  0.273
108 H 6.298 0.586 0.202  0.240
109 H 7.630 -0.517 2.732  0.401
110 H 6.850 -1.499 1.512  0.307
111 H 5.306 0.622 3.051  0.201
112 H 5.609 -0.953 3.729  0.372
113 H 3.497 -1.303 2.818  0.463
114 H 4.519 -1.946 1.550  0.608
115 H 4.201 0.814 -0.125  -0.526
116 H 2.496 1.349 2.991  0.670
117 H 1.581 2.014 1.676  -1.437
118 H 3.752 3.075 0.760  0.315
119 H 4.516 2.617 2.261  0.437
120 H 1.984 4.326 2.105  -0.023
121 H 3.610 4.984 2.239  0.463
122 H 2.111 3.260 4.289  0.206
123 H 2.653 4.922 4.493  0.403
124 H 3.837 3.611 4.431  0.333
125 O -0.647 4.364 1.968  -0.796
126 C -0.880 3.612 2.911  -0.346
127 N -0.563 2.288 2.992  1.205
128 C -1.018 1.799 4.198  -0.406
129 O -0.912 0.660 4.615  -0.694
130 C -1.697 2.923 4.963  -0.129
131 C -2.286 2.965 6.208  -0.489
132 C -2.789 4.194 6.640  -0.499
133 C -2.692 5.329 5.836  -0.525
134 C -2.090 5.266 4.578  -0.434
135 C -1.602 4.043 4.170  0.220
136 H -2.352 2.073 6.820  0.508
137 H -3.257 4.273 7.614  0.392
138 H -3.084 6.273 6.198  0.413
139 H -2.008 6.138 3.941  0.494